Entry 1:
# C18H25N3O3S

The molecule C18H25N3O3S (the ωB97M-V functional and the def2-TZVPD basis, the Open Molecules 2025 dataset).

Its SMILES is O=C(CCC1=NS(=O)(=O)c2ccccc2N1)NC1CCCCCCC1.

XYZ file:
```
50
Properties=species:S:1:pos:R:3:lowdin_charge:R:1
O -0.059 -2.394 1.477 0.04
C 0.427 -2.597 0.374 -0.52
N 0.004 -1.973 -0.733 0.13
H 0.475 -2.116 -1.612 0.15
C -1.029 -0.942 -0.694 -0.31
C -0.747 0.048 -1.820 -0.13
H 0.325 0.263 -1.807 0.08
C -1.508 1.380 -1.763 -0.18
C -1.700 1.976 -0.364 -0.20
H -1.584 3.061 -0.436 0.11
H -0.914 1.628 0.307 0.09
C -3.079 1.727 0.254 -0.21
H -3.149 2.341 1.157 0.11
C -3.440 0.292 0.648 -0.19
C -3.596 -0.680 -0.529 -0.19
H -4.469 -1.314 -0.355 0.11
H -3.796 -0.119 -1.440 0.10
C -2.404 -1.616 -0.738 -0.14
H -2.518 -2.137 -1.691 0.12
H -2.409 -2.366 0.057 0.11
H -4.393 0.347 1.180 0.11
H -2.709 -0.099 1.357 0.11
H -3.839 2.094 -0.441 0.11
H -2.483 1.278 -2.239 0.10
H -0.939 2.086 -2.372 0.11
H -0.965 -0.435 -2.776 0.12
H -0.917 -0.453 0.278 0.12
C 1.628 -3.517 0.190 -0.07
H 1.907 -3.583 -0.860 0.12
H 1.385 -4.511 0.567 0.13
C 2.799 -2.931 1.002 -0.09
C 2.888 -1.470 0.650 -0.39
N 3.545 -1.124 -0.382 0.02
S 3.402 0.363 -1.073 0.63
O 4.698 0.906 -1.332 -0.28
O 2.508 0.195 -2.190 -0.30
C 2.548 1.354 0.142 -0.20
C 2.379 2.709 -0.059 -0.04
C 1.648 3.454 0.850 -0.07
C 1.080 2.827 1.951 -0.08
C 1.248 1.470 2.154 -0.01
C 1.993 0.717 1.245 -0.21
N 2.176 -0.640 1.455 0.14
H 1.607 -1.064 2.181 0.14
H 0.800 0.981 3.007 0.12
H 0.498 3.400 2.656 0.11
H 1.513 4.513 0.701 0.11
H 2.828 3.155 -0.932 0.12
H 3.727 -3.430 0.731 0.13
H 2.607 -3.056 2.068 0.12
```

Entry 2:
# C18H25N3O4

A cluster of 2 separate species, C18H25N3O4 in total (the ωB97M-V functional and the def2-TZVPD basis, the Open Molecules 2025 dataset).

Its SMILES is CC1(C)OC(=O)C(=Cc2ccccc2)C(=O)O1.CN(C)C(=N)N(C)C.

XYZ file:
```
50
Properties=species:S:1:pos:R:3:lowdin_charge:R:1
C -0.120 -0.138 -5.403 0.02
C 0.539 1.152 -4.948 -0.52
C 1.014 1.998 -6.136 0.02
O -0.333 1.960 -4.147 0.08
C -0.611 1.475 -2.881 -0.40
O -1.474 2.011 -2.219 0.12
C 0.184 0.316 -2.395 -0.06
C -0.177 -0.290 -1.210 0.08
C 0.122 -1.650 -0.841 -0.18
C 0.811 -2.566 -1.697 -0.01
C 0.986 -3.895 -1.328 -0.07
C 0.630 -4.333 -0.046 -0.07
C 0.010 -3.443 0.826 -0.08
C -0.335 -2.166 0.392 -0.03
C 1.550 0.254 -2.953 -0.42
O 2.503 -0.252 -2.402 0.12
O 1.743 0.859 -4.176 0.07
H -0.460 -0.739 -4.552 0.09
H -0.983 0.092 -6.041 0.10
H 0.634 -0.685 -5.982 0.10
H 1.477 2.927 -5.793 0.10
H 1.751 1.422 -6.696 0.09
H 0.179 2.252 -6.794 0.10
H -0.899 0.256 -0.617 0.13
H 1.198 -2.197 -2.653 0.11
H 1.422 -4.578 -2.058 0.11
H 0.857 -5.351 0.243 0.10
H -0.198 -3.758 1.843 0.10
H -0.905 -1.485 1.019 0.09
C -2.136 0.032 4.575 -0.09
N -0.929 -0.129 3.811 -0.17
C -0.402 -1.483 3.805 -0.08
C -0.282 0.806 3.034 -0.42
N 0.280 0.353 1.941 0.11
N -0.213 2.094 3.513 -0.16
C -1.078 2.667 4.520 -0.08
C 1.023 2.822 3.304 -0.07
H -2.710 0.912 4.264 0.07
H -2.749 -0.860 4.377 0.09
H -1.949 0.073 5.662 0.09
H 0.298 -1.516 2.970 0.05
H 0.126 -1.697 4.753 0.09
H -1.212 -2.214 3.663 0.08
H 0.653 1.074 1.315 0.06
H -1.095 2.147 5.496 0.09
H -0.674 3.675 4.709 0.09
H -2.108 2.797 4.165 0.08
H 1.817 2.094 3.115 0.09
H 0.951 3.506 2.452 0.09
H 1.275 3.396 4.202 0.08
```

Entry 3:
# C18H25N5O2S

The molecule C18H25N5O2S (the ωB97M-V functional and the def2-TZVPD basis, the Open Molecules 2025 dataset).

Its SMILES is CCC(=O)Nc1cccc(NC(=O)CSc2nnc(C(C)C)n2CC)c1.

XYZ file:
```
51
Properties=species:S:1:pos:R:3:lowdin_charge:R:1
C -2.772 -4.028 -0.116 -0.10
C -3.733 -2.849 -0.034 -0.16
C -2.987 -1.522 -0.080 -0.46
O -1.790 -1.437 -0.240 0.06
N -3.819 -0.453 0.071 0.12
C -3.471 0.907 0.047 -0.22
C -4.437 1.839 -0.327 -0.04
C -4.110 3.181 -0.381 -0.08
C -2.836 3.618 -0.066 -0.02
C -1.879 2.689 0.330 -0.20
C -2.200 1.335 0.395 0.05
H -1.456 0.620 0.705 0.10
N -0.573 3.038 0.678 0.12
C 0.121 4.136 0.303 -0.54
O -0.321 5.102 -0.277 0.06
C 1.598 4.036 0.685 -0.34
H 2.074 5.006 0.546 0.08
H 1.736 3.672 1.702 0.08
S 2.501 2.899 -0.422 1.01
C 2.110 1.374 0.316 -0.61
N 1.376 1.208 1.387 -0.01
N 1.301 -0.112 1.619 0.09
C 1.979 -0.740 0.702 -0.28
N 2.526 0.171 -0.171 0.00
C 3.375 0.007 -1.323 -0.20
C 4.836 0.287 -0.983 -0.07
H 4.951 1.314 -0.643 0.06
H 5.185 -0.381 -0.199 0.07
H 5.451 0.143 -1.866 0.08
H 3.256 -1.008 -1.702 0.11
H 3.035 0.711 -2.089 0.11
C 2.051 -2.227 0.657 -0.34
C 1.254 -2.777 -0.530 -0.05
H 0.245 -2.375 -0.516 0.05
H 1.201 -3.861 -0.461 0.08
H 1.719 -2.520 -1.480 0.07
C 3.486 -2.758 0.681 -0.06
H 4.048 -2.301 1.492 0.08
H 4.002 -2.569 -0.257 0.06
H 3.470 -3.834 0.842 0.08
H 1.550 -2.547 1.576 0.14
H -0.035 2.291 1.133 0.08
H -2.577 4.661 -0.128 0.10
H -4.860 3.899 -0.677 0.10
H -5.434 1.509 -0.580 0.10
H -4.813 -0.637 0.069 0.14
H -4.437 -2.880 -0.870 0.12
H -4.308 -2.893 0.894 0.12
H -2.071 -3.995 0.713 0.08
H -3.317 -4.968 -0.083 0.07
H -2.202 -3.982 -1.041 0.08
```

Entry 4:
# C18H25NNbO3

A structure of composition C18H25NNbO3 (the ωB97M-V functional and the def2-TZVPD basis, the Open Molecules 2025 dataset).

As for the total charge: -1.

XYZ file:
```
48
Properties=species:S:1:pos:R:3:lowdin_charge:R:1
C -2.824 2.059 1.942 -0.10
C -1.232 1.611 1.688 -0.42
C -0.630 2.823 0.705 -0.38
Nb 1.418 2.387 -0.175 1.53
C 2.316 2.988 1.857 -0.39
N 1.495 4.447 -0.870 -0.29
O 3.346 2.058 -1.032 -0.42
C 3.302 0.922 -1.993 -0.39
O 3.259 1.117 -3.341 -0.11
C 3.293 -0.614 -1.340 -0.09
C 4.144 -1.047 0.001 -0.02
C 4.066 -2.585 0.637 -0.08
C 3.129 -3.780 -0.049 -0.09
C 2.308 -3.327 -1.421 -0.08
C 2.385 -1.790 -2.066 0.00
O -1.086 0.374 0.916 -0.29
C -1.668 -0.798 1.573 -0.18
C -2.579 -1.564 0.398 -0.08
C -2.679 -0.925 -1.138 0.00
C -3.525 -1.650 -2.378 -0.08
C -4.267 -3.070 -2.014 -0.11
C -4.204 -3.703 -0.488 -0.10
C -3.373 -2.990 0.734 -0.04
H -3.146 1.597 2.990 0.07
H -2.934 3.245 2.006 0.08
H -3.497 1.610 1.080 0.09
H -0.620 1.602 2.693 0.13
H -1.393 2.860 -0.213 0.06
H -0.727 3.897 1.217 0.07
H 0.729 1.954 -1.831 -0.11
H 1.440 0.660 0.353 -0.08
H 1.709 2.386 2.686 -0.03
H 2.127 4.136 1.982 -0.02
H 3.457 2.738 1.939 -0.02
H 0.493 4.762 -0.825 -0.05
H 1.727 4.474 -1.898 -0.03
H 4.823 -0.245 0.537 0.09
H 4.651 -2.898 1.626 0.07
H 3.047 -4.878 0.382 0.07
H 1.638 -4.160 -1.921 0.07
H 1.746 -1.621 -3.045 0.10
H -2.263 -0.594 2.557 0.12
H -0.821 -1.588 1.863 0.14
H -2.133 0.089 -1.453 0.10
H -3.522 -1.140 -3.458 0.09
H -4.844 -3.606 -2.908 0.07
H -4.757 -4.728 -0.307 0.07
H -3.323 -3.493 1.799 0.08
```

E_LUMO
In order: 0.58 -0.91 0.71 2.31
Unit: eV
Gap between HOMO and LUMO
In order: 0.3544 0.2722 0.3251 0.2531
Unit: Eh
Relative energy (zero: lowest compared OMol25 entry of this formula, charge and spin)
In order: 40.95 91.91 0.49 404.26
Unit: kcal/mol